Density functional theory data (wB97M-V/def2-TZVPD) for 2 unconnected molecules or ions with the total composition C3H10NO3 at a distorted geometry.

Last column: natural (NBO) charge in e.
CARTESIAN COORDINATES (ANGSTROEM)
O1 -2.025614 -1.032980 -0.985311  -0.50
C1 -1.592740 0.086708 -1.086117  0.42
C2 -0.300968 0.421701 -0.356003  -0.19
C3 0.764600 0.751925 -1.437206  -0.09
O2 1.504072 -0.414225 -1.694336  -0.72
N1 0.098040 -0.734553 0.482898  -0.68
H1 -2.049828 0.816137 -1.764589  0.17
H2 -0.469104 1.259667 0.319185  0.25
H3 1.496367 1.481467 -1.080715  0.21
H4 0.277979 1.307562 -2.234311  0.21
H5 1.225247 -0.825225 -2.511891  0.50
H6 -0.252884 -1.578834 0.002017  0.46
H7 1.113769 -0.735836 0.535473  0.46
H8 -0.488631 -0.773173 1.321600  0.48
H9 0.957980 0.137201 3.382625  0.48
H10 -0.285966 -0.193908 3.978030  0.49
O3 0.027682 0.026365 3.128652  -0.97

Forces on the atoms, in the same order (eV/Å):
O -0.171 0.121 -0.100
C 0.148 -1.219 0.366
C -0.415 1.102 -0.432
C 0.673 0.635 1.376
O -0.252 0.053 -0.424
N -1.405 -0.483 -1.457
H 0.066 0.312 0.140
H 0.057 0.201 -0.100
H -0.139 -0.067 0.405
H -0.067 -0.605 -0.663
H -0.008 -0.242 -0.368
H 0.511 0.037 -0.380
H -0.030 -0.402 0.716
H 1.086 0.548 0.816
H 0.054 0.198 -0.617
H -1.475 -0.507 1.622
O 1.367 0.316 -0.898

HOMO-LUMO gap, Eh: 0.4200
Total charge: +1
Spin multiplicity: 1

Density functional theory data (wB97M-V/def2-TZVPD) for 2 unconnected molecules or ions with the total composition CH9N2 at a distorted geometry.

Last column: natural (NBO) charge in e.
CARTESIAN COORDINATES (ANGSTROEM)
N1 -1.060707 -0.783062 1.730659  -1.11
H1 -1.134598 -1.787874 1.639413  0.40
H2 -0.473962 -0.480426 2.492328  0.40
H3 -0.139393 -0.260192 0.149093  0.48
H4 -1.945347 -0.318332 1.706015  0.39
C1 1.278724 0.714134 -1.140374  -0.46
N2 -0.052112 0.166821 -0.806799  -0.69
H5 2.173807 0.249499 -0.728473  0.26
H6 1.406920 1.599644 -0.487325  0.23
H7 1.358063 1.004709 -2.176768  0.25
H8 -0.758489 0.890811 -0.934827  0.43
H9 -0.298070 -0.538770 -1.500169  0.43

Forces on the atoms, in the same order (eV/Å):
N 1.087 0.081 -1.226
H -0.163 0.129 0.478
H -0.269 -0.238 0.307
H -0.510 0.129 0.345
H -0.469 -0.007 0.374
C 1.085 2.209 1.754
N 0.354 -0.644 -1.042
H -0.501 -1.474 -0.598
H -0.588 0.241 -0.777
H 0.011 -0.175 -0.134
H 0.011 0.085 0.358
H -0.049 -0.337 0.160

HOMO-LUMO gap, Eh: 0.4226
Total charge: +1
Spin multiplicity: 1

Density functional theory data (wB97M-V/def2-TZVPD) for a molecular structure, C29H29N8O2RuSe2 at a distorted geometry.

Last column: Löwdin charge in e.
CARTESIAN COORDINATES (ANGSTROEM)
Ru1 -0.033888 0.296652 -0.248455  1.39
C1 0.792669 2.256153 2.077102  -0.09
N1 -0.319802 2.360714 1.123226  -0.08
C2 -1.618657 2.366060 1.788571  -0.16
C3 -1.975606 0.953322 2.067976  -0.36
N2 -1.151358 -0.047080 1.829787  0.09
C4 -1.749893 -1.166452 2.426186  -0.22
C5 -1.251107 -2.446332 2.660995  -0.05
C6 -2.080547 -3.350244 3.291351  -0.06
C7 -3.375462 -2.995187 3.701488  -0.05
C8 -3.848603 -1.707572 3.552590  0.01
C9 -2.992792 -0.799380 2.940301  -0.16
N3 -3.094148 0.566982 2.702453  0.20
C10 1.866629 1.418021 1.507449  -0.33
N4 1.711803 0.131806 1.222484  0.08
C11 2.990974 -0.326721 0.884758  -0.23
C12 3.461529 -1.609840 0.627836  -0.04
C13 4.807377 -1.757818 0.359734  -0.05
C14 5.678615 -0.659836 0.339749  -0.04
C15 5.233865 0.610964 0.638431  0.02
C16 3.886289 0.738672 0.935777  -0.17
N5 3.123648 1.830124 1.338546  0.22
H1 1.189134 3.231647 2.363854  0.15
H2 0.427346 1.756893 2.973407  0.14
H3 -0.208995 3.200090 0.567452  0.12
H4 -1.583486 2.919588 2.733952  0.15
H5 -2.370927 2.849750 1.164906  0.09
H6 -0.230016 -2.698992 2.401872  0.12
H7 -1.722814 -4.350600 3.495803  0.12
H8 -3.999457 -3.737719 4.179621  0.12
H9 -4.825142 -1.417202 3.916597  0.12
H10 -3.858047 1.162346 2.981844  0.19
H11 2.803357 -2.468565 0.679783  0.11
H12 5.206392 -2.745083 0.167873  0.12
H13 6.722370 -0.813997 0.104215  0.12
H14 5.902388 1.460937 0.651643  0.13
H15 3.466783 2.765167 1.494230  0.19
N6 0.870728 -1.721817 -1.294919  0.02
C17 2.038979 -1.863893 -2.187418  -0.20
C18 2.163567 -0.657787 -3.083332  -0.08
C19 2.589111 0.468904 -2.172638  -0.62
O1 3.705180 0.933047 -2.205679  0.11
O2 1.656786 0.869729 -1.349652  -0.22
H16 0.925638 -2.387552 -0.532157  0.08
H17 0.033888 -1.923840 -1.825397  0.06
H18 1.946030 -2.771870 -2.787396  0.14
H19 2.936417 -1.961654 -1.585394  0.09
H20 1.199147 -0.390694 -3.525000  0.12
H21 2.908652 -0.807855 -3.859055  0.14
Se1 -2.721249 1.605436 -1.155806  0.72
Se2 -2.703004 0.248764 -3.041734  0.75
C20 -2.761798 -1.354591 -1.974008  -0.68
C21 -3.741757 -2.296601 -2.239111  -0.08
C22 -3.760797 -3.461183 -1.486372  -0.02
C23 -2.785792 -3.647015 -0.521672  -0.01
C24 -1.850311 -2.648502 -0.327006  -0.15
N7 -1.836511 -1.504509 -1.019057  -0.07
C25 -1.507817 2.937007 -1.842602  -0.67
C26 -1.944948 4.090516 -2.466424  -0.07
C27 -0.971067 4.939501 -2.982781  -0.02
C28 0.363819 4.602699 -2.835655  -0.01
C29 0.697422 3.428388 -2.170739  -0.10
N8 -0.230659 2.602466 -1.684343  -0.05
H22 -4.471055 -2.111073 -3.015236  0.11
H23 -4.524165 -4.209705 -1.651556  0.13
H24 -2.747202 -4.549975 0.071357  0.12
H25 -1.071246 -2.757129 0.408628  0.07
H26 -2.999403 4.311728 -2.551567  0.12
H27 -1.259092 5.845998 -3.498370  0.13
H28 1.144830 5.235713 -3.233063  0.12
H29 1.727264 3.130107 -2.020209  0.11

Forces on the atoms, in the same order (eV/Å):
Ru 4.114 -0.762 1.669
C -0.058 0.165 0.062
N 0.036 -0.688 -0.565
C -0.133 0.165 -0.051
C -0.233 -0.221 0.141
N -0.152 0.025 -0.906
C 0.096 0.014 0.106
C 0.041 0.054 0.102
C 0.045 -0.030 0.008
C -0.003 0.028 0.000
C -0.040 0.050 0.073
C 0.058 -0.113 -0.149
N -0.064 -0.003 0.070
C 0.518 0.048 0.147
N -0.873 -0.193 -0.883
C 0.068 -0.070 -0.017
C -0.056 -0.021 0.157
C 0.036 -0.066 0.000
C -0.022 0.048 0.007
C 0.033 0.065 0.113
C -0.058 -0.080 -0.081
N 0.060 -0.020 0.044
H -0.130 0.070 -0.001
H 0.089 0.021 0.063
H -0.003 -0.155 -0.233
H -0.019 0.039 -0.013
H 0.042 0.057 -0.018
H -0.027 -0.038 -0.052
H 0.005 0.010 0.002
H 0.004 0.012 0.008
H 0.015 -0.009 0.015
H 0.043 0.029 0.041
H 0.042 -0.008 -0.004
H -0.009 0.005 -0.002
H -0.010 -0.016 0.007
H 0.013 -0.026 -0.006
H -0.005 -0.011 0.063
N -0.851 0.716 0.631
C 0.139 -0.152 -0.258
C -0.060 0.463 0.134
C -0.151 -0.640 -0.876
O -0.160 0.381 0.346
O -1.035 1.007 1.276
H -0.057 -0.099 -0.081
H 0.010 -0.182 0.009
H -0.181 -0.081 0.133
H -0.019 -0.025 -0.059
H 0.018 -0.177 -0.141
H -0.005 -0.053 -0.006
Se -0.193 0.337 -0.249
Se -0.121 -0.256 -0.165
C 0.178 0.080 0.148
C -0.010 0.039 -0.078
C 0.027 -0.023 -0.025
C -0.013 -0.078 0.028
C -0.051 0.101 -0.163
N -0.515 0.181 -0.156
C 0.069 -0.143 0.027
C -0.031 -0.002 0.043
C -0.012 0.010 0.005
C -0.007 0.014 -0.001
C -0.098 -0.006 -0.031
N -0.324 0.319 -0.352
H -0.029 -0.007 0.036
H 0.015 -0.003 -0.039
H 0.003 0.028 0.033
H -0.018 -0.080 -0.024
H 0.005 -0.001 -0.051
H 0.007 0.003 0.012
H 0.001 0.007 0.016
H 0.006 -0.051 -0.040

HOMO-LUMO gap (spin up / spin down), Eh: 0.2302 / 0.2539
Total charge: +2
Spin multiplicity: 2